(1)
{
  "formula": "C23H34Cl40N2O5PS",
  "method": "ωB97M-V with the def2-TZVPD basis set",
  "spin_multiplicity": 1,
  "e_homo_ev": -9.39,
  "orbital_gap_ha": 0.20584,
  "max_force_ha_per_bohr": 0.3021,
  "charge": 1,
  "elements": ["C", "C", "C", "N", "C", "O", "N", "O", "C", "C", "C", "C", "C", "Cl", "O", "C", "P", "O", "O", "S", "H", "H", "H", "H", "H", "H", "H", "H", "H", "H", "H", "H", "H", "H", "H", "H", "H", "H", "H", "H", "H", "C", "Cl", "Cl", "Cl", "H", "C", "Cl", "Cl", "Cl", "H", "C", "Cl", "Cl", "Cl", "H", "C", "Cl", "Cl", "Cl", "H", "C", "Cl", "Cl", "Cl", "H", "C", "Cl", "Cl", "Cl", "H", "C", "Cl", "Cl", "Cl", "H", "C", "Cl", "Cl", "Cl", "H", "C", "Cl", "Cl", "Cl", "H", "C", "Cl", "Cl", "Cl", "H", "C", "Cl", "Cl", "Cl", "H", "C", "Cl", "Cl", "Cl", "H", "C", "Cl", "Cl", "Cl", "H"],
  "positions_angstrom": [[-3.408, -1.561, -0.213], [-3.276, -0.987, -1.614], [-1.902, -1.202, -2.252], [-1.434, -2.614, -2.019], [-0.078, -2.835, -1.364], [-0.202, -4.053, -0.683], [0.535, -5.126, -1.402], [0.871, -5.967, -0.682], [0.352, -1.743, -0.353], [1.889, -1.591, -0.470], [0.001, -2.125, 1.087], [0.287, -0.992, 2.106], [1.214, -1.432, 3.235], [2.901, -0.910, 2.967], [-0.289, -0.472, -0.558], [-0.859, -0.186, -1.820], [0.289, 0.199, -3.211], [1.166, -1.100, -3.533], [1.278, 1.307, -2.704], [-0.721, 0.768, -4.739], [-3.581, -2.640, -0.278], [-4.272, -1.176, 0.311], [-2.516, -1.426, 0.386], [-3.501, 0.074, -1.590], [-4.023, -1.420, -2.265], [-2.017, -1.048, -3.321], [-1.397, -3.061, -2.941], [-2.114, -3.157, -1.478], [0.647, -3.002, -2.149], [2.369, -2.075, 0.368], [2.297, -2.060, -1.359], [2.155, -0.542, -0.398], [0.582, -2.986, 1.380], [-1.039, -2.420, 1.156], [-0.649, -0.721, 2.580], [0.740, -0.134, 1.627], [1.233, -2.510, 3.356], [0.934, -0.987, 4.183], [-1.399, 0.745, -1.687], [2.102, -0.956, -3.287], [1.604, 1.144, -1.794], [3.392, -0.610, -5.567], [4.065, -0.957, -3.963], [2.635, 0.980, -5.585], [4.611, -0.777, -6.824], [2.620, -1.342, -5.762], [2.461, -5.699, 3.187], [0.832, -5.184, 3.645], [3.504, -4.296, 2.942], [3.139, -6.779, 4.397], [2.389, -6.239, 2.253], [-4.454, -3.794, -4.773], [-4.461, -3.880, -3.000], [-3.047, -2.858, -5.292], [-4.477, -5.387, -5.493], [-5.341, -3.255, -5.080], [-2.230, -2.570, 5.239], [-1.176, -3.296, 6.436], [-1.981, -0.825, 5.147], [-1.976, -3.319, 3.650], [-3.260, -2.747, 5.535], [3.830, 4.417, -4.239], [2.294, 5.116, -4.747], [5.152, 5.025, -5.232], [4.132, 4.737, -2.531], [3.776, 3.344, -4.371], [5.616, 6.495, 0.605], [6.083, 8.140, 0.198], [6.812, 5.329, 0.046], [5.348, 6.325, 2.345], [4.680, 6.279, 0.107], [-6.056, 1.562, 1.675], [-4.588, 1.575, 0.685], [-7.474, 1.224, 0.689], [-5.885, 0.390, 2.974], [-6.170, 2.546, 2.111], [1.804, 7.532, 2.609], [0.553, 6.299, 2.808], [1.900, 8.052, 0.927], [1.517, 8.899, 3.678], [2.753, 7.087, 2.875], [-4.341, -2.486, 9.310], [-2.845, -1.823, 9.956], [-4.486, -2.122, 7.581], [-4.443, -4.220, 9.588], [-5.170, -2.010, 9.816], [-4.318, 2.966, 6.389], [-4.340, 2.741, 4.635], [-5.839, 3.649, 6.949], [-3.973, 1.437, 7.197], [-3.525, 3.660, 6.629], [0.183, -3.919, -7.249], [0.109, -4.296, -5.513], [1.529, -2.823, -7.530], [0.311, -5.383, -8.201], [-0.730, -3.406, -7.521], [9.059, 4.732, -5.772], [9.412, 6.375, -5.239], [9.611, 4.474, -7.426], [9.777, 3.549, -4.678], [7.987, 4.595, -5.752], [-2.716, 3.963, 3.539], [-3.812, 3.062, 2.487], [-3.338, 5.576, 3.865], [-2.420, 3.081, 5.037], [-1.772, 4.067, 3.021]],
  "mulliken_charge": [-0.963, -1.081, -0.349, 0.669, -1.938, -0.384, 0.250, -0.240, 2.098, -1.850, -1.027, -0.581, 0.118, -0.210, -0.636, -0.165, 0.353, 0.137, -0.345, -0.371, 0.301, 0.490, 0.080, 0.484, 0.339, 0.371, 0.458, 0.517, 0.998, 0.411, 0.307, 0.396, 0.745, 0.127, 0.074, 0.484, -0.269, 0.339, 0.453, -0.134, 0.352, 0.867, -0.209, -0.064, -0.105, -0.404, 0.053, -0.056, -0.087, -0.118, 0.217, -0.042, -0.098, -0.042, -0.096, 0.362, -0.046, -0.105, 0.008, -0.065, 0.236, 0.479, -0.129, -0.132, -0.095, -0.135, 0.353, -0.106, -0.118, -0.160, 0.019, -0.256, -0.055, -0.121, -0.041, 0.547, 0.345, -0.053, -0.123, -0.121, -0.033, -0.021, -0.110, -0.082, -0.118, 0.338, -0.224, 0.113, -0.138, -0.055, 0.413, 0.086, -0.116, -0.092, -0.105, 0.208, 0.480, -0.113, -0.120, -0.124, -0.108, 0.043, -0.166, -0.117, -0.272, 0.324]
}

(2)
{
  "formula": "C23H34ClO11",
  "method": "ωB97M-V with the def2-TZVPD basis set",
  "spin_multiplicity": 1,
  "e_homo_ev": -1.85,
  "orbital_gap_ha": 0.13223,
  "max_force_ha_per_bohr": 0.0079,
  "charge": -1,
  "elements": ["C", "C", "C", "O", "Cl", "H", "H", "H", "H", "O", "C", "O", "C", "C", "C", "H", "H", "H", "H", "H", "H", "O", "C", "O", "C", "C", "C", "H", "H", "H", "H", "H", "H", "O", "C", "O", "C", "C", "C", "H", "H", "H", "H", "H", "H", "O", "C", "O", "C", "C", "C", "H", "H", "H", "H", "H", "H", "O", "C", "O", "C", "C", "C", "H", "H", "H", "H", "H", "H"],
  "positions_angstrom": [[4.310, 2.245, 0.323], [3.466, 3.324, -0.316], [2.025, 3.131, 0.049], [1.307, 3.802, 0.723], [1.280, 1.601, -0.642], [5.194, 2.027, -0.282], [4.644, 2.586, 1.313], [3.665, 4.369, -0.006], [3.506, 3.288, -1.411], [-0.080, -3.097, -5.369], [-0.243, -2.502, -4.334], [0.675, -1.672, -3.827], [0.247, -1.172, -2.531], [-1.271, -1.322, -2.544], [-1.452, -2.557, -3.418], [0.708, -1.781, -1.756], [0.564, -0.141, -2.420], [-1.682, -1.412, -1.541], [-1.731, -0.452, -3.014], [-1.388, -3.486, -2.846], [-2.364, -2.578, -4.010], [5.084, -2.047, -8.558], [3.904, -2.245, -8.566], [3.142, -1.949, -9.654], [1.756, -2.212, -9.375], [1.756, -3.219, -8.231], [3.019, -2.821, -7.478], [1.278, -1.272, -9.090], [1.300, -2.578, -10.293], [0.855, -3.180, -7.623], [1.863, -4.230, -8.629], [2.829, -2.041, -6.737], [3.531, -3.640, -6.980], [-2.509, 1.870, -0.699], [-2.403, 1.985, 0.486], [-2.592, 0.934, 1.331], [-2.526, 1.386, 2.697], [-1.705, 2.670, 2.657], [-2.073, 3.226, 1.288], [-3.543, 1.559, 3.058], [-2.073, 0.593, 3.285], [-1.934, 3.327, 3.492], [-0.639, 2.438, 2.673], [-2.971, 3.848, 1.322], [-1.270, 3.772, 0.798], [1.430, -2.490, 0.297], [1.315, -1.850, 1.306], [2.296, -1.089, 1.805], [1.923, -0.512, 3.056], [0.399, -0.526, 3.052], [0.096, -1.766, 2.216], [2.345, -1.125, 3.859], [2.362, 0.483, 3.092], [-0.026, -0.535, 4.055], [0.040, 0.358, 2.526], [0.057, -2.682, 2.811], [-0.810, -1.693, 1.619], [-3.738, 2.925, 5.501], [-3.386, 2.045, 6.229], [-2.359, 1.216, 5.918], [-2.218, 0.192, 6.915], [-2.871, 0.761, 8.171], [-3.961, 1.646, 7.576], [-2.725, -0.707, 6.556], [-1.156, -0.018, 7.024], [-3.236, -0.014, 8.841], [-2.151, 1.373, 8.716], [-4.886, 1.096, 7.388], [-4.201, 2.535, 8.153]],
  "nbo_charge": [-0.940, -0.545, 0.630, -0.592, -0.215, 0.158, 0.140, 0.174, 0.214, -0.622, 0.802, -0.481, -0.090, -0.429, -0.529, 0.216, 0.223, 0.227, 0.216, 0.232, 0.230, -0.572, 0.791, -0.503, -0.070, -0.437, -0.529, 0.177, 0.187, 0.258, 0.198, 0.254, 0.242, -0.572, 0.803, -0.514, -0.071, -0.435, -0.538, 0.177, 0.191, 0.232, 0.222, 0.224, 0.276, -0.595, 0.803, -0.458, -0.072, -0.435, -0.531, 0.161, 0.223, 0.202, 0.225, 0.220, 0.244, -0.562, 0.794, -0.493, -0.070, -0.430, -0.530, 0.179, 0.202, 0.221, 0.213, 0.236, 0.244]
}

(3)
{
  "formula": "C23H34N2O2",
  "method": "ωB97M-V with the def2-TZVPD basis set",
  "spin_multiplicity": 1,
  "smiles": "Cc1ccc(C(C)(C)NC(=O)[C@@H]2CCC(=O)N(CC3CCCCC3)C2)cc1",
  "e_homo_ev": -8.87,
  "de_lowest_kj_mol": 4.1,
  "orbital_gap_ha": 0.34710,
  "max_force_ha_per_bohr": 0.0141,
  "charge": 0,
  "elements": ["C", "C", "C", "C", "C", "C", "C", "C", "N", "C", "O", "C", "C", "C", "C", "O", "N", "C", "C", "C", "C", "C", "C", "C", "C", "C", "C", "H", "H", "H", "H", "H", "H", "H", "H", "H", "H", "H", "H", "H", "H", "H", "H", "H", "H", "H", "H", "H", "H", "H", "H", "H", "H", "H", "H", "H", "H", "H", "H", "H", "H"],
  "positions_angstrom": [[5.219, 5.636, 2.104], [4.041, 4.878, 1.574], [2.931, 5.537, 1.065], [1.850, 4.836, 0.558], [1.846, 3.449, 0.545], [0.700, 2.629, -0.020], [-0.577, 3.438, -0.260], [1.161, 1.993, -1.339], [0.405, 1.577, 0.961], [-0.443, 0.547, 0.778], [-1.084, 0.359, -0.235], [-0.545, -0.378, 2.003], [0.818, -0.928, 2.420], [1.403, -1.692, 1.244], [0.472, -2.771, 0.715], [0.914, -3.737, 0.118], [-0.850, -2.604, 0.921], [-1.735, -3.649, 0.430], [-1.973, -3.576, -1.083], [-2.770, -4.799, -1.539], [-2.993, -4.769, -3.048], [-3.719, -3.491, -3.456], [-2.927, -2.269, -3.002], [-2.705, -2.299, -1.492], [-1.471, -1.556, 1.704], [2.965, 2.788, 1.048], [4.041, 3.489, 1.555], [5.989, 5.711, 1.335], [4.934, 6.644, 2.396], [5.653, 5.128, 2.962], [2.908, 6.617, 1.064], [1.010, 5.390, 0.171], [-0.889, 3.946, 0.650], [-0.430, 4.167, -1.051], [-1.365, 2.755, -0.568], [1.415, 2.774, -2.051], [2.040, 1.373, -1.179], [0.366, 1.378, -1.750], [0.811, 1.708, 1.873], [-0.987, 0.208, 2.817], [1.499, -0.132, 2.733], [0.686, -1.600, 3.271], [1.604, -1.010, 0.413], [2.346, -2.176, 1.507], [-1.267, -4.612, 0.658], [-2.683, -3.579, 0.968], [-0.993, -3.595, -1.569], [-3.738, -4.810, -1.030], [-2.235, -5.711, -1.264], [-3.573, -5.642, -3.355], [-2.026, -4.812, -3.554], [-3.854, -3.468, -4.539], [-4.710, -3.474, -2.995], [-3.458, -1.355, -3.277], [-1.959, -2.257, -3.507], [-3.674, -2.259, -0.986], [-2.126, -1.423, -1.198], [-1.820, -1.987, 2.655], [-2.342, -1.189, 1.154], [3.001, 1.707, 1.037], [4.895, 2.950, 1.940]],
  "nbo_charge": [-0.627, -0.017, -0.196, -0.232, 0.046, 0.093, -0.626, -0.618, -0.637, 0.700, -0.642, -0.317, -0.393, -0.491, 0.681, -0.641, -0.441, -0.193, -0.230, -0.395, -0.392, -0.395, -0.390, -0.422, -0.197, -0.231, -0.209, 0.223, 0.216, 0.218, 0.209, 0.217, 0.210, 0.211, 0.242, 0.214, 0.209, 0.243, 0.404, 0.231, 0.205, 0.213, 0.226, 0.240, 0.221, 0.191, 0.219, 0.188, 0.208, 0.203, 0.195, 0.203, 0.189, 0.204, 0.194, 0.182, 0.248, 0.188, 0.227, 0.212, 0.210]
}

(4)
{
  "formula": "C23H34N2O4",
  "method": "ωB97M-V with the def2-TZVPD basis set",
  "spin_multiplicity": 1,
  "e_homo_ev": -7.97,
  "de_lowest_kj_mol": 2491.3,
  "orbital_gap_ha": 0.31243,
  "max_force_ha_per_bohr": 0.3632,
  "charge": 0,
  "elements": ["C", "H", "H", "H", "C", "H", "H", "O", "C", "C", "C", "C", "H", "C", "O", "H", "H", "H", "H", "H", "H", "C", "C", "C", "O", "C", "O", "N", "C", "H", "C", "N", "C", "C", "H", "H", "H", "H", "C", "C", "C", "C", "C", "C", "C", "H", "H", "H", "H", "H", "H", "H", "H", "H", "H", "H", "C", "H", "H", "H", "H", "H", "H"],
  "positions_angstrom": [[0.623, -2.453, 0.283], [0.785, -2.893, -0.765], [0.315, -3.486, 0.900], [-0.170, -1.799, 0.166], [1.869, -1.940, 0.629], [1.669, -1.351, 1.780], [2.634, -2.433, 0.950], [2.640, -0.970, -0.023], [2.130, 0.355, 0.061], [2.940, 1.348, -0.639], [2.698, 2.789, -0.219], [3.800, 3.795, -0.681], [3.785, 3.817, -1.915], [3.215, 5.224, -0.146], [2.980, 5.269, 1.048], [3.725, 5.244, 1.652], [3.813, 6.041, -0.621], [2.216, 5.599, -0.728], [4.553, 3.423, -0.041], [1.671, 3.109, -0.869], [2.314, 2.883, 0.617], [3.109, 1.182, -1.986], [1.716, 0.608, -2.461], [0.654, 0.529, -1.634], [0.918, 0.255, -0.409], [-0.718, -0.181, -2.243], [-0.812, -0.843, -3.349], [-1.730, 0.230, -1.588], [-1.941, 1.417, -0.602], [-1.087, 1.874, -0.452], [-2.239, 0.460, 0.720], [-3.489, -0.273, 0.355], [-3.416, -1.161, -0.595], [-3.102, -0.340, -2.036], [-2.921, -1.024, -2.812], [-3.760, 0.270, -1.983], [-4.325, -1.791, -0.874], [-2.712, -1.720, -0.286], [-4.005, -0.826, 1.720], [-2.978, -1.770, 2.385], [-3.337, -3.106, 1.936], [-2.205, -3.894, 2.494], [-1.230, -3.642, 3.169], [-1.247, -2.322, 3.524], [-1.966, -1.498, 3.126], [-2.192, -0.549, 3.487], [-0.557, -2.096, 4.288], [-0.746, -4.467, 3.532], [-2.265, -5.277, 2.030], [-3.843, -3.414, 1.231], [-4.183, -0.098, 2.420], [-4.975, -1.359, 1.449], [-2.552, 1.058, 1.507], [-1.602, -0.049, 0.976], [-2.908, 2.007, -0.825], [1.467, 0.548, -3.423], [4.062, -0.057, -2.549], [5.100, 0.390, -2.187], [4.056, -0.302, -3.426], [3.633, -0.829, -1.682], [3.234, 1.863, -2.749], [3.915, 1.246, -0.120], [1.921, 0.617, 1.158]],
  "nbo_charge": [-0.653, 0.219, 0.239, 0.224, -0.025, 0.074, 0.203, -0.542, 0.422, -0.332, -0.307, -0.459, 0.229, -0.003, -0.692, 0.476, 0.132, 0.149, 0.201, 0.157, 0.184, -0.228, -0.200, 0.171, -0.540, 0.652, -0.679, -0.430, -0.187, 0.204, -0.144, -0.452, -0.190, -0.174, 0.249, 0.164, 0.187, 0.156, -0.227, 0.044, -0.197, -0.048, -0.330, -0.123, -0.325, 0.214, 0.204, 0.241, 0.113, 0.186, 0.188, 0.207, 0.182, 0.134, 0.227, 0.207, -0.563, 0.178, 0.163, 0.250, 0.237, 0.216, 0.168]
}

Look up the charge of the third one.
0

Which value of charge does entry 2 give?
-1

The highest charge belongs to which entry?
C23H34Cl40N2O5PS

The highest charge belongs to which entry?
C23H34Cl40N2O5PS